No. 1
209
Properties=species:S:1:pos:R:3 method="wB97M-V/def2-TZVPD" homo_energy_ha=-0.370 lumo_energy_ev=0.410 homo_lumo_gap_ev=10.48 total_energy_ha=-7781.939222
C 15.865 -8.406 -16.594
Cl 17.115 -9.142 -15.596
Cl 16.533 -7.737 -18.084
H 15.127 -9.157 -16.852
H 15.410 -7.631 -15.988
C 9.883 -8.659 -14.428
Cl 10.432 -10.057 -15.388
Cl 9.777 -9.129 -12.722
H 10.648 -7.892 -14.487
H 8.914 -8.306 -14.763
C 10.233 -16.980 -11.285
Cl 11.009 -18.533 -11.356
Cl 11.205 -15.814 -10.273
H 10.173 -16.536 -12.273
H 9.262 -17.032 -10.807
C 15.959 -5.822 -12.269
C 14.982 -6.498 -13.221
O 14.864 -7.837 -12.713
C 13.983 -8.657 -13.265
O 13.314 -8.410 -14.238
O 14.162 -9.842 -12.691
C 13.413 -10.941 -13.170
H 15.459 -5.738 -11.301
H 16.351 -4.845 -12.540
H 16.823 -6.455 -12.061
H 15.432 -6.517 -14.212
H 14.012 -6.011 -13.220
H 13.222 -11.701 -12.413
H 13.947 -11.464 -13.968
H 12.448 -10.585 -13.536
C 19.034 -10.400 -18.781
C 19.337 -11.095 -17.472
O 19.662 -12.480 -17.718
C 18.736 -13.412 -17.693
O 17.542 -13.313 -17.830
O 19.395 -14.579 -17.764
C 18.731 -15.792 -18.087
H 17.994 -10.605 -19.058
H 19.590 -10.725 -19.660
H 19.114 -9.320 -18.670
H 18.467 -11.042 -16.821
H 20.188 -10.627 -16.984
H 17.665 -15.683 -17.938
H 19.262 -16.479 -17.424
H 18.970 -16.216 -19.067
C 7.021 -13.162 -15.146
C 6.930 -12.234 -13.953
O 6.703 -10.885 -14.346
C 6.276 -10.075 -13.371
O 5.812 -10.384 -12.311
O 6.477 -8.845 -13.836
C 6.090 -7.782 -12.977
H 7.180 -14.200 -14.868
H 7.909 -12.905 -15.729
H 6.154 -13.058 -15.798
H 7.828 -12.245 -13.328
H 6.176 -12.649 -13.277
H 5.044 -7.844 -12.667
H 6.226 -6.836 -13.488
H 6.613 -7.833 -12.021
C 14.439 -18.568 -20.927
C 15.442 -17.427 -20.805
O 15.108 -16.603 -19.677
C 15.681 -16.902 -18.524
O 16.370 -17.858 -18.276
O 15.221 -16.024 -17.644
C 15.502 -16.200 -16.268
H 14.503 -19.231 -20.064
H 14.554 -19.106 -21.865
H 13.440 -18.128 -20.889
H 15.391 -16.828 -21.711
H 16.450 -17.813 -20.667
H 16.418 -16.764 -16.105
H 14.667 -16.706 -15.783
H 15.574 -15.242 -15.755
C 12.891 -16.312 -17.232
C 12.489 -17.398 -16.222
O 13.683 -17.959 -15.673
C 14.240 -18.932 -16.384
O 13.801 -19.428 -17.389
O 15.401 -19.242 -15.810
C 16.301 -20.149 -16.405
H 13.570 -15.627 -16.721
H 12.054 -15.721 -17.604
H 13.393 -16.763 -18.085
H 11.844 -18.135 -16.693
H 12.028 -16.867 -15.391
H 16.003 -20.519 -17.388
H 16.409 -21.028 -15.770
H 17.259 -19.648 -16.538
C 6.982 -10.808 -17.682
C 6.336 -11.746 -18.673
O 7.218 -12.164 -19.703
C 8.125 -13.105 -19.513
O 8.816 -13.509 -20.409
O 8.188 -13.540 -18.258
C 9.258 -14.408 -17.902
H 6.303 -10.576 -16.861
H 7.313 -9.927 -18.229
H 7.775 -11.351 -17.165
H 5.504 -11.195 -19.112
H 5.918 -12.590 -18.118
H 10.152 -13.841 -17.656
H 9.363 -15.172 -18.673
H 8.952 -14.992 -17.030
C 15.511 -8.806 -21.798
C 14.480 -9.441 -20.901
O 13.625 -8.520 -20.277
C 12.617 -7.991 -20.947
O 12.190 -8.332 -22.014
O 12.119 -6.988 -20.233
C 10.963 -6.356 -20.745
H 16.020 -7.948 -21.350
H 15.042 -8.470 -22.723
H 16.309 -9.518 -22.016
H 14.919 -10.095 -20.146
H 14.026 -10.187 -21.563
H 10.495 -5.681 -20.037
H 10.293 -7.149 -21.084
H 11.181 -5.761 -21.638
C 16.898 -12.598 -14.049
C 16.999 -13.522 -12.836
O 16.348 -14.759 -13.058
C 15.043 -14.845 -12.807
O 14.348 -14.027 -12.279
O 14.688 -16.067 -13.243
C 13.341 -16.481 -13.026
H 17.663 -11.823 -14.050
H 15.926 -12.103 -14.102
H 16.994 -13.231 -14.932
H 16.626 -13.082 -11.908
H 18.062 -13.663 -12.636
H 13.044 -16.494 -11.981
H 13.309 -17.503 -13.398
H 12.664 -15.863 -13.618
C 11.748 -12.112 -24.592
C 12.951 -12.997 -24.328
O 13.408 -12.703 -22.997
C 14.553 -13.236 -22.604
O 15.183 -14.075 -23.186
O 14.873 -12.659 -21.442
C 16.018 -13.108 -20.770
H 11.982 -11.049 -24.591
H 10.925 -12.340 -23.918
H 11.456 -12.304 -25.628
H 13.749 -12.692 -25.010
H 12.799 -14.076 -24.370
H 16.401 -12.334 -20.105
H 16.854 -13.357 -21.430
H 15.856 -14.011 -20.175
C 11.630 -19.312 -20.450
C 11.959 -17.856 -20.271
O 11.709 -17.254 -21.533
C 11.854 -15.941 -21.743
O 11.611 -15.459 -22.807
O 12.284 -15.312 -20.670
C 12.403 -13.889 -20.679
H 12.248 -19.801 -21.205
H 10.600 -19.502 -20.754
H 11.775 -19.860 -19.516
H 12.998 -17.727 -19.960
H 11.375 -17.514 -19.411
H 12.084 -13.499 -19.714
H 11.727 -13.475 -21.424
H 13.430 -13.566 -20.840
C 5.053 -15.431 -10.438
C 6.490 -15.754 -10.123
O 7.191 -14.550 -9.760
C 7.970 -13.951 -10.633
O 8.239 -14.330 -11.752
O 8.435 -12.862 -10.031
C 9.398 -12.051 -10.676
H 4.584 -16.357 -10.785
H 4.959 -14.709 -11.248
H 4.479 -15.124 -9.565
H 6.952 -16.160 -11.026
H 6.641 -16.477 -9.325
H 8.972 -11.671 -11.607
H 10.379 -12.504 -10.814
H 9.529 -11.167 -10.053
C 14.828 -11.256 -17.054
C 14.603 -12.760 -17.073
O 13.919 -13.248 -15.931
C 12.618 -13.128 -15.789
O 11.876 -12.643 -16.611
O 12.274 -13.547 -14.581
C 10.901 -13.557 -14.241
H 15.384 -10.980 -16.151
H 13.874 -10.728 -17.076
H 15.459 -10.914 -17.874
H 15.554 -13.286 -17.115
H 14.090 -12.992 -18.010
H 10.577 -12.533 -14.025
H 10.750 -14.090 -13.304
H 10.243 -13.929 -15.028
O 6.702 -18.310 -12.626
C 7.407 -17.831 -13.474
O 8.495 -18.417 -13.979
C 8.660 -19.818 -13.874
C 10.049 -20.218 -14.337
C 7.304 -16.399 -13.947
H 7.920 -20.416 -14.406
H 8.588 -20.110 -12.821
H 10.885 -19.670 -13.909
H 10.041 -20.048 -15.419
H 10.267 -21.272 -14.167
H 7.220 -16.337 -15.034
H 8.084 -15.781 -13.509
H 6.329 -16.016 -13.641

***

No. 2
11
Properties=species:S:1:pos:R:3 method="wB97M-V/def2-TZVPD" homo_energy_ha=-0.346 lumo_energy_ev=0.869 homo_lumo_gap_ev=10.30 total_energy_ha=-591.246455 relative_energy_kcal_mol=54.3
O -0.633 1.869 0.075
C -0.468 0.304 0.007
S -2.091 -0.339 0.062
C 0.496 -0.553 0.801
C 0.692 -0.378 -0.650
H 0.130 2.440 0.171
H -2.297 0.034 -1.291
H -0.035 -1.371 1.279
H 1.099 -0.060 1.532
H 1.592 0.224 -0.854
H 0.356 -1.251 -1.384

***

No. 3
16
Properties=species:S:1:pos:R:3 method="wB97M-V/def2-TZVPD" homo_energy_ha=-0.290 lumo_energy_ev=0.619 homo_lumo_gap_ev=8.50 total_energy_ha=-308.732395 relative_energy_kcal_mol=104.0
C -2.036 -0.296 -0.357
C -1.208 0.080 0.873
C -0.020 -0.753 1.252
O 1.118 -0.579 -0.361
C 1.651 0.747 -0.318
O 2.949 0.778 -0.802
H -2.924 0.338 -0.465
H -1.439 -0.200 -1.271
H -2.369 -1.339 -0.291
H -0.959 1.152 0.861
H -1.821 -0.045 1.786
H -0.283 -1.790 0.949
H 1.781 -1.133 0.083
H 1.678 1.080 0.722
H 0.954 1.353 -0.908
H 2.927 0.608 -1.753

***

No. 4
8
Properties=species:S:1:pos:R:3 method="wB97M-V/def2-TZVPD" homo_energy_ha=-0.375 lumo_energy_ev=0.705 homo_lumo_gap_ev=10.90 total_energy_ha=-377.563429 relative_energy_kcal_mol=39.3
C 0.033 0.224 0.384
C 1.274 0.663 0.642
F 2.239 -0.027 1.216
F 1.640 1.932 0.346
H -0.637 0.698 -0.339
H -0.133 -0.782 0.531
F -0.574 -0.078 -2.488
H 0.243 -0.430 -2.301

***

No. 5
24
Properties=species:S:1:pos:R:3 method="wB97M-V/def2-TZVPD" homo_energy_ha=-0.457 lumo_energy_ev=-3.533 charge=+1 homo_lumo_gap_ev=8.91 total_energy_ha=-625.526139 relative_energy_kcal_mol=5.7
N -0.566 -1.890 0.182
C -0.900 -0.597 -0.008
N -1.615 -0.212 -1.023
C -1.037 0.258 1.204
C 0.288 0.721 1.862
C 1.075 1.604 0.877
O 1.631 2.623 1.197
C 0.969 1.067 -0.470
N 0.542 1.999 -1.439
C 1.359 -0.225 -0.761
O 2.095 -1.047 0.066
O 1.064 -0.863 -1.932
H -0.594 -2.181 1.169
H -0.026 -2.396 -0.481
H -1.579 0.781 -1.095
H -1.768 -0.919 -1.712
H -1.600 -0.211 1.878
H -1.532 1.183 1.131
H 0.704 -0.211 2.057
H 0.154 1.219 2.903
H 0.662 1.828 -2.416
H 0.606 2.951 -1.131
H 3.067 -0.820 0.054
H 1.773 -1.090 -2.563

***

No. 6
59
Properties=species:S:1:pos:R:3 method="wB97M-V/def2-TZVPD" homo_energy_ha="-0.413 / -0.406" lumo_energy_ev="-5.312 / -5.229" charge=+1 homo_lumo_gap_ev="5.92 / 5.81" total_energy_ha=-6344.440190 relative_energy_kcal_mol=65.2 multiplicity=2
Ir 0.770 -0.148 -0.574
O -0.976 0.869 0.549
S -2.196 1.741 0.391
C -3.666 0.658 0.698
C -3.381 -0.827 0.501
C -2.825 -1.486 1.766
C -2.447 -2.948 1.554
S -0.736 -3.139 0.876
O -0.421 -1.772 0.334
C 0.087 -3.227 2.472
C 0.355 -4.490 2.979
C 0.960 -4.603 4.220
C 1.283 -3.460 4.940
C 1.029 -2.203 4.409
C 0.431 -2.079 3.164
C -2.508 1.932 -1.374
C -2.069 1.000 -2.297
C -2.450 1.127 -3.624
C -3.264 2.183 -4.009
C -3.681 3.126 -3.079
C -3.301 3.007 -1.751
H -4.425 1.024 0.009
H -4.000 0.868 1.715
H -2.673 -0.960 -0.320
H -4.310 -1.326 0.217
H -3.579 -1.436 2.555
H -1.953 -0.926 2.108
H -3.125 -3.438 0.854
H -2.444 -3.508 2.487
H 0.091 -5.372 2.408
H 1.190 -5.581 4.620
H 1.733 -3.552 5.919
H 1.308 -1.314 4.957
H 0.243 -1.103 2.736
H -1.454 0.164 -1.982
H -2.121 0.394 -4.347
H -3.586 2.260 -5.039
H -4.309 3.951 -3.385
H -3.623 3.728 -1.009
S 3.995 -2.098 2.413
C 3.061 -1.391 1.257
S 2.610 -2.338 -0.060
S 2.477 0.196 1.271
F 0.630 -0.280 -3.500
C 0.816 -1.172 -2.503
F 1.886 -1.884 -2.836
F -0.246 -1.999 -2.547
Br 1.959 5.646 -2.105
C 3.345 4.389 -1.841
C 4.666 4.807 -1.880
C 5.684 3.881 -1.713
C 5.386 2.544 -1.500
C 4.067 2.123 -1.450
C 3.054 3.050 -1.619
I 1.032 2.429 -1.572
H 4.893 5.851 -2.043
H 6.713 4.208 -1.760
H 6.183 1.824 -1.375
H 3.832 1.079 -1.286

***

No. 7
21
Properties=species:S:1:pos:R:3 method="wB97M-V/def2-TZVPD" homo_energy_ha="-0.281 / -0.281" lumo_energy_ev="-1.114 / -1.113" homo_lumo_gap_ev="6.52 / 6.52" total_energy_ha=-1373.027590 relative_energy_kcal_mol=117.7
C 0.710 -1.900 1.819
C 1.371 -0.789 1.336
C -0.626 -2.038 1.481
C 0.759 0.305 0.751
C -1.249 -1.010 0.835
C -0.584 0.152 0.496
C 0.899 1.507 -2.790
C -0.902 2.251 -0.629
N -1.309 1.125 -0.130
O 1.235 -1.196 -1.641
O -0.935 -0.164 -2.317
S 0.459 -0.047 -2.104
Cl 2.481 1.922 -2.235
H 1.246 -2.539 2.454
H 2.422 -0.737 1.621
H -1.244 -2.794 1.810
H 1.352 1.064 0.534
H -2.332 -1.088 0.514
H 0.030 2.627 -0.232
H -1.694 2.856 -0.972
H -2.087 0.491 -0.602

***

No. 8
44
Properties=species:S:1:pos:R:3 method="wB97M-V/def2-TZVPD" homo_energy_ha="-0.134 / -0.126" lumo_energy_ev="2.711 / 2.709" charge=-1 homo_lumo_gap_ev="6.35 / 6.15" total_energy_ha=-2362.353508 relative_energy_kcal_mol=76.2 multiplicity=5
Fe -0.831 -0.388 0.841
C 2.805 -0.481 0.968
C 1.956 0.740 1.165
C 2.850 2.057 1.266
O 0.830 0.809 0.333
H 2.440 -1.339 0.403
H 3.184 -0.846 1.922
H 3.737 -0.280 0.440
H 1.627 0.671 2.202
H 2.976 2.533 0.293
H 3.802 2.165 1.785
H 2.230 2.858 1.668
O -0.924 -2.432 1.653
C -1.156 -2.156 3.014
C -2.040 -0.888 3.412
O -1.870 0.294 2.655
H -0.208 -2.010 3.532
H -1.470 -3.133 3.379
H -1.933 -0.655 4.471
H -3.077 -1.214 3.328
C 1.385 1.272 -3.139
O 1.463 1.757 -4.232
N 2.391 1.139 -2.374
N 0.399 1.007 -2.415
H 2.197 0.791 -1.446
H 3.340 1.258 -2.697
H 0.503 0.702 -1.458
H -0.536 1.218 -2.736
C -0.173 -2.298 -1.655
O -0.460 -1.278 -1.072
N -0.967 -3.113 -2.205
N 1.048 -2.848 -1.578
H -1.900 -2.821 -2.460
H -0.599 -3.876 -2.756
H 1.219 -3.772 -1.948
H 1.580 -2.518 -0.786
C -2.976 1.720 -0.524
O -2.164 0.749 -0.470
N -3.433 2.132 0.599
N -3.375 2.442 -1.561
H -3.048 1.741 1.447
H -4.208 2.780 0.615
H -2.775 2.176 -2.329
H -3.841 3.338 -1.549